No. 1
Entry from the OMol25 dataset: the molecule C4H5NO2 (the ωB97M-V functional and the def2-TZVPD basis).

Geometry as XYZ:
```
12
Properties=species:S:1:pos:R:3:nbo_charge:R:1
N 0.916 1.902 -0.959 -0.84
C 0.408 0.635 -0.652 0.44
C -0.178 0.341 0.534 -0.40
C -0.632 -1.001 0.539 0.21
O -1.005 -1.672 1.655 -0.66
C -0.502 -1.547 -0.688 0.02
O -0.150 -0.580 -1.575 -0.46
H 1.814 2.068 -1.396 0.40
H 0.663 2.678 -0.345 0.39
H -0.394 1.018 1.352 0.22
H -0.589 -1.225 2.400 0.47
H -0.350 -2.617 -0.865 0.20
```

Output
SMILES = Nc1cc(O)co1
frontier orbital gap = 8.5 eV

No. 2
Entry from the OMol25 dataset: a structure of composition C27H60Cl2N7O11Tl (the ωB97M-V functional and the def2-TZVPD basis).

Geometry as XYZ:
```
108
Properties=species:S:1:pos:R:3:mulliken_charge:R:1
Tl 0.181 0.223 0.122 2.12
C 2.839 -1.466 -3.652 -1.28
C 2.261 -0.867 -2.470 0.43
O 2.800 -0.983 -1.326 -0.55
O 1.151 -0.278 -2.702 -0.26
H 2.398 -0.951 -4.506 0.32
H 2.616 -2.530 -3.734 0.12
H 3.912 -1.288 -3.592 0.34
O -0.733 -2.610 -0.457 -0.19
C -2.095 -2.841 -0.249 -0.53
C -3.149 -1.668 -0.004 -0.57
O -2.785 -0.484 0.666 -0.76
H -2.005 -3.447 0.653 0.27
H -2.432 -3.580 -0.976 0.33
H -3.987 -2.134 0.512 0.36
H -3.472 -1.328 -0.988 0.01
C 0.389 -4.859 -3.682 -0.93
C 1.504 -5.138 -2.676 0.95
O 2.307 -6.059 -2.738 -0.74
N 1.817 -4.205 -1.797 0.40
C 2.951 -4.266 -0.905 -0.89
H -0.167 -5.794 -3.754 0.40
H 0.894 -4.696 -4.634 0.30
H -0.316 -4.055 -3.471 0.04
H 1.056 -3.601 -1.520 -0.28
H 3.535 -3.424 -1.275 0.27
H 3.599 -5.116 -1.117 0.45
H 2.717 -4.075 0.142 0.08
C 2.104 1.088 4.527 -0.91
C 2.470 1.402 3.112 0.45
O 1.674 1.462 2.188 -0.04
N 3.770 1.642 2.845 -0.18
C 4.442 1.660 1.534 -0.54
H 1.208 1.453 5.030 0.26
H 2.929 1.288 5.210 0.35
H 1.823 0.034 4.504 0.06
H 4.306 1.809 3.685 0.21
H 5.530 1.711 1.595 0.46
H 3.999 2.401 0.868 -0.10
H 4.272 0.746 0.966 0.14
C -1.038 2.768 -4.227 -1.21
C -1.760 2.590 -2.824 0.49
O -1.043 2.239 -1.885 -0.42
N -3.070 2.745 -2.754 -0.17
C -3.909 2.798 -1.505 -0.59
H -0.185 2.090 -4.212 0.05
H -0.815 3.827 -4.359 0.41
H -1.692 2.539 -5.068 0.45
H -3.457 3.222 -3.556 0.25
H -4.934 2.771 -1.874 0.43
H -3.562 3.551 -0.797 0.19
H -3.907 1.848 -0.970 0.01
C 3.659 -2.463 2.796 -1.35
C 2.210 -2.486 2.391 0.42
O 1.732 -1.682 1.654 -0.13
N 1.624 -3.668 2.756 -0.16
C 0.279 -4.068 2.236 -0.47
H 4.294 -2.718 1.948 0.25
H 3.904 -3.376 3.340 0.46
H 3.963 -1.556 3.318 0.23
H 2.022 -4.423 3.296 0.22
H -0.395 -3.211 2.227 -0.23
H -0.106 -4.702 3.035 0.39
H 0.453 -4.586 1.293 0.31
C -1.830 4.625 2.225 -1.54
C -1.893 3.183 1.631 0.58
O -0.903 2.751 1.055 -0.45
N -2.986 2.404 1.692 0.57
C -4.237 2.630 2.397 -1.22
H -2.382 4.858 3.135 0.44
H -1.964 5.429 1.502 0.34
H -0.767 4.729 2.441 0.32
H -2.825 1.529 1.214 -0.33
H -5.178 2.552 1.853 0.33
H -4.266 3.703 2.591 0.46
H -4.346 2.028 3.299 0.23
C 2.384 4.853 -0.263 -1.24
C 2.059 3.653 -1.274 0.61
O 1.893 2.585 -0.776 -0.37
N 2.043 3.742 -2.589 0.01
C 2.272 4.954 -3.354 -1.13
H 3.361 5.007 0.195 0.33
H 1.602 5.089 0.458 0.18
H 2.411 5.729 -0.911 0.47
H 1.865 2.815 -2.950 0.11
H 2.103 4.972 -4.431 0.34
H 3.323 5.187 -3.186 0.34
H 1.621 5.675 -2.859 0.34
C -0.784 -1.133 5.212 -1.17
C -1.367 -0.599 3.876 0.45
O -0.579 -0.009 3.143 -0.21
N -2.619 -0.816 3.441 0.40
C -3.728 -1.586 4.001 -1.04
H -0.300 -2.110 5.208 0.20
H -1.400 -0.903 6.081 0.43
H -0.093 -0.334 5.480 0.09
H -2.878 -0.520 2.511 -0.07
H -3.729 -2.378 3.251 0.33
H -4.762 -1.246 3.941 0.31
H -3.652 -2.026 4.995 0.36
Cl -4.003 -0.595 -5.536 -0.22
C -2.940 -1.570 -4.533 -0.31
C -1.556 -1.029 -4.368 1.35
Cl -0.833 -0.757 -5.917 -0.21
H -2.892 -2.561 -4.985 0.39
H -3.407 -1.776 -3.570 0.14
H -0.943 -1.763 -3.845 -0.66
H -1.475 -0.191 -3.675 -0.48
```

Output
frontier orbital gap = 4.4 eV

No. 3
Entry from the OMol25 dataset: the molecule C27H25N3O4S (the ωB97M-V functional and the def2-TZVPD basis).

Geometry as XYZ:
```
60
Properties=species:S:1:pos:R:3:nbo_charge:R:1
C -0.263 0.086 -2.388 -0.25
O -1.018 0.362 -1.233 -0.53
C -0.749 -0.341 -0.090 0.28
C 0.295 -1.251 0.032 -0.33
C 0.551 -1.878 1.242 -0.18
C -0.239 -1.614 2.344 -0.23
C -1.297 -0.731 2.229 -0.19
C -1.566 -0.091 1.028 0.14
N -2.625 0.837 1.015 -0.70
C -3.554 0.872 -0.101 -0.27
C -4.040 -0.519 -0.400 0.04
C -3.944 -1.050 -1.678 -0.22
C -4.370 -2.342 -1.934 -0.21
C -4.890 -3.117 -0.912 -0.21
C -4.986 -2.594 0.367 -0.21
C -4.565 -1.302 0.621 -0.22
S -2.237 2.313 1.696 2.34
O -1.607 2.070 2.958 -0.93
O -3.412 3.131 1.653 -0.93
C -1.014 2.926 0.543 -0.33
C -1.406 3.729 -0.509 -0.17
C -0.473 4.085 -1.470 -0.22
C 0.821 3.604 -1.382 -0.17
C 1.201 2.766 -0.335 -0.07
C 2.612 2.267 -0.318 0.66
O 3.534 2.942 -0.723 -0.60
N 2.734 0.988 0.143 -0.63
C 3.890 0.213 0.221 0.38
C 5.177 0.730 0.100 -0.29
C 6.231 -0.159 0.209 -0.14
C 5.976 -1.503 0.427 -0.29
C 4.654 -1.924 0.528 0.24
C 4.303 -3.359 0.770 -0.64
N 3.640 -1.075 0.426 -0.48
C 0.274 2.439 0.649 -0.20
H -0.671 0.732 -3.164 0.20
H -0.367 -0.960 -2.693 0.18
H 0.796 0.325 -2.247 0.18
H 0.932 -1.473 -0.810 0.24
H 1.386 -2.555 1.311 0.23
H -0.038 -2.096 3.288 0.22
H -1.925 -0.501 3.074 0.24
H -4.377 1.511 0.233 0.24
H -3.103 1.318 -0.995 0.21
H -3.534 -0.448 -2.476 0.21
H -4.294 -2.745 -2.933 0.21
H -5.219 -4.126 -1.111 0.21
H -5.392 -3.195 1.167 0.21
H -4.635 -0.888 1.616 0.22
H -2.427 4.076 -0.545 0.24
H -0.755 4.729 -2.289 0.22
H 1.562 3.865 -2.123 0.24
H 1.896 0.460 0.368 0.43
H 5.333 1.780 -0.075 0.26
H 7.248 0.197 0.125 0.22
H 6.782 -2.214 0.515 0.22
H 5.109 -4.014 0.449 0.22
H 3.390 -3.616 0.239 0.22
H 4.132 -3.519 1.834 0.23
H 0.531 1.844 1.513 0.25
```

Output
SMILES = COc1ccccc1N(Cc1ccccc1)S(=O)(=O)c1cccc(C(=O)Nc2cccc(C)n2)c1
frontier orbital gap = 9.0 eV

No. 4
Entry from the OMol25 dataset: a structure of composition C38H50F3N3OS (the ωB97M-V functional and the def2-TZVPD basis).

Geometry as XYZ:
```
96
Properties=species:S:1:pos:R:3:mulliken_charge:R:1
C 2.059 -3.665 -0.731 -1.40
C 1.360 -2.783 -1.776 2.29
C 1.256 -3.537 -3.085 -1.64
C 2.034 -1.403 -1.993 0.83
C 3.344 -1.421 -2.483 -0.74
C 3.964 -0.246 -2.883 -1.44
C 3.293 0.966 -2.771 -0.59
C 2.000 1.035 -2.249 0.27
C 1.290 2.388 -2.067 2.04
C 1.674 3.397 -3.144 -1.87
C 1.497 2.942 -0.666 -1.32
C 1.354 -0.160 -1.894 -0.24
N -0.018 -0.078 -1.412 1.63
N -1.007 0.404 -2.174 -1.17
N -2.137 0.112 -1.496 1.57
C -3.396 -0.008 -2.156 -0.70
C -3.997 -1.271 -2.316 0.59
C -3.275 -2.602 -2.047 1.92
C -3.074 -3.413 -3.334 -1.49
C -4.029 -3.450 -1.020 -1.45
C -5.306 -1.292 -2.792 -0.57
C -5.941 -0.085 -3.108 -1.61
C -5.295 1.151 -2.993 -0.35
C -3.986 1.190 -2.531 1.04
C -3.259 2.518 -2.327 1.29
C -3.883 3.268 -1.157 -1.18
C -3.225 3.366 -3.597 -1.62
C -1.872 -0.326 -0.220 0.55
C -2.955 -0.455 0.742 -1.22
C -0.552 -0.616 -0.247 -1.21
C 0.259 -1.653 0.358 -0.37
H 2.096 -3.257 0.289 0.25
H 1.522 -4.617 -0.654 0.41
H 3.098 -3.854 -1.020 0.37
H 0.318 -2.591 -1.499 -1.32
H 0.744 -2.930 -3.838 0.36
H 2.252 -3.796 -3.453 0.35
H 0.679 -4.455 -2.940 0.45
H 3.849 -2.376 -2.600 0.42
H 4.979 -0.271 -3.267 0.39
H 3.765 1.883 -3.113 0.29
H 0.225 2.170 -2.206 -0.52
H 1.566 2.958 -4.141 0.44
H 1.011 4.266 -3.081 0.42
H 2.707 3.733 -3.008 0.41
H 1.195 2.216 0.096 0.30
H 2.557 3.176 -0.517 0.33
H 0.909 3.855 -0.532 0.36
H -2.277 -2.372 -1.642 -1.10
H -2.522 -2.829 -4.082 0.35
H -2.498 -4.324 -3.120 0.40
H -4.041 -3.713 -3.765 0.33
H -4.177 -2.902 -0.083 0.24
H -5.022 -3.717 -1.410 0.35
H -3.473 -4.371 -0.795 0.42
H -5.812 -2.259 -2.930 0.37
H -6.971 -0.102 -3.460 0.37
H -5.780 2.100 -3.256 0.38
H -2.214 2.295 -2.084 -0.61
H -3.900 2.635 -0.260 0.25
H -3.331 4.189 -0.933 0.41
H -4.922 3.523 -1.405 0.31
H -2.701 2.831 -4.399 0.39
H -4.242 3.603 -3.937 0.32
H -2.689 4.303 -3.405 0.44
H -2.617 -0.484 1.778 0.53
H -3.652 0.391 0.679 0.17
H -3.582 -1.339 0.611 -0.24
H -0.227 -2.648 0.283 0.52
H 1.266 -1.589 -0.058 0.41
C 1.278 1.446 6.907 -1.90
C 2.074 0.985 5.634 1.61
C 1.428 1.698 4.411 -1.49
C 3.564 1.135 5.472 -0.21
C 4.337 0.002 5.195 -0.23
C 5.724 0.097 5.302 -0.48
C 6.323 1.326 5.596 -0.41
C 5.529 2.456 5.797 -0.63
C 4.141 2.364 5.734 -0.21
O 1.865 -0.234 6.164 -0.87
S 0.340 -0.952 1.929 0.16
C 0.718 -2.409 2.987 0.82
F 0.060 -2.175 4.164 -0.19
F 0.231 -3.590 2.493 -0.23
F 2.057 -2.555 3.263 -0.19
H 1.349 2.522 7.025 0.42
H 0.233 1.178 6.703 0.37
H 1.569 0.995 7.871 0.37
H 1.426 2.772 4.677 0.42
H 2.037 1.628 3.493 0.30
H 0.402 1.409 4.154 0.25
H 3.897 -0.968 4.968 0.46
H 6.332 -0.792 5.174 0.37
H 7.405 1.415 5.696 0.34
H 5.957 3.432 6.021 0.34
H 3.459 3.208 5.898 0.26
```

Output
frontier orbital gap = 1.8 eV